38
Properties=species:S:1:pos:R:3 method="wB97M-V/def2-TZVPD" lumo_energy_ev=-9.75 orbital_gap_ev=5.0 max_force_ev_per_a=10.6 total_charge=+2 de_lowest_ev=1.491 homo_energy_ev=-14.8
O 0.23197 -4.10142 -3.52281
C -0.49155 -4.62410 -2.83153
Lu -0.62426 0.36896 -3.09531
O 2.29327 -2.00751 -2.76776
C 1.33969 -1.35464 -2.72468
C 1.79275 0.58147 -4.21756
O 2.98854 0.64399 -4.36926
C 0.94673 1.34617 -5.32028
O 0.76006 2.21331 -6.08239
C -0.01848 -1.32275 -4.99324
O 0.47005 -1.90679 -5.86458
H -2.46511 1.35366 -2.38442
C 0.58718 0.64548 3.48991
N 0.79952 0.92908 2.09053
N -0.12786 0.61415 1.15747
C 0.32545 1.00855 -0.05872
O -0.32329 0.70876 -1.13050
C 1.52938 1.68793 0.14731
C 1.79398 1.62237 1.51385
C 2.88311 2.26837 2.28904
C -1.29913 -0.15507 1.44204
C -2.26151 0.33347 2.33408
C -3.29853 -0.50454 2.73533
C -3.41765 -1.78621 2.17968
C -2.49783 -2.22999 1.21877
C -1.44751 -1.40262 0.82960
H -0.35537 1.08416 3.84542
H 1.41555 1.08402 4.06336
H 0.56138 -0.43500 3.70621
H 2.11484 2.16070 -0.61833
H 2.49948 3.04908 2.95193
H 3.46968 1.55853 2.88247
H 3.56305 2.75222 1.58229
H -2.17681 1.35219 2.70819
H -4.01248 -0.15843 3.48114
H -4.23752 -2.44327 2.48774
H -2.58951 -3.21956 0.77406
H -0.72125 -1.71473 0.07093